Entry 1:
94
Properties=species:S:1:pos:R:3 method="wB97M-V/def2-TZVPD" spin_multiplicity=1 gap_ev="5.14 / 4.81" e_lumo_ev="4.52 / 4.55" de_lowest_kcal_mol=498.25 homo_ev="-0.622 / -0.261" total_charge=-2
Bi -0.27 -0.14 -0.26
Cl 0.06 -2.68 0.73
S -2.63 -1.44 0.44
Si 1.41 0.61 2.27
O 1.22 0.75 -1.30
O -1.30 -0.73 -2.11
O 1.44 -1.49 -1.10
O 1.80 -2.71 -2.88
N -1.73 1.32 0.98
N -0.98 1.80 -1.66
C -2.19 2.65 0.40
C -1.27 -3.50 -4.44
C -0.36 -1.64 -2.93
C -1.39 -3.77 -2.07
C 0.74 2.56 2.96
C -3.26 -0.31 1.64
C 1.07 -1.95 -2.21
C -0.22 -0.82 4.48
C 1.33 0.17 -5.86
C -1.21 -0.50 -5.01
C -1.04 0.21 -6.20
C -2.58 1.04 -2.42
C -2.08 0.55 2.16
C 1.22 3.65 2.01
C -3.59 0.35 -1.54
C 1.13 -0.88 3.74
C 0.23 0.55 -6.62
C 1.17 -2.28 3.12
C 4.19 1.41 2.63
C 3.39 1.41 0.28
C -1.02 -3.00 -3.16
C 1.15 -0.53 -4.68
C -2.00 -5.01 -2.24
C 1.28 2.85 4.37
C -0.85 2.67 3.00
C -1.66 2.87 -1.01
C 3.81 -0.73 1.40
C 2.24 -0.75 4.80
C -1.88 -4.74 -4.61
C -2.25 -5.49 -3.51
C 3.28 0.69 1.62
C -0.12 -0.89 -4.24
H 4.81 -0.69 0.96
H 0.82 4.63 2.31
H -4.13 0.33 1.46
H -2.32 0.31 -3.15
H -4.34 -0.16 -2.16
H -0.25 2.07 2.14
H -2.06 -5.11 -5.61
H 4.16 0.94 3.62
H -0.69 1.59 -2.61
H 3.91 2.46 2.75
H 2.31 3.74 2.01
H 2.74 0.96 -0.48
H -1.91 0.50 -6.78
H 2.24 0.24 5.28
H -1.33 -0.11 2.56
H -1.25 2.01 3.74
H -0.99 -2.95 -5.32
H 0.88 2.15 5.11
H -2.72 -6.46 -3.65
H 0.90 3.46 0.98
H -3.12 1.80 -3.02
H 5.23 1.39 2.28
H -4.17 1.08 -0.96
H 4.43 1.36 -0.08
H -1.16 3.68 3.26
H -2.04 -1.33 -1.89
H -0.31 0.09 5.09
H 3.17 -1.30 0.72
H 3.14 2.47 0.36
H -3.58 -1.04 2.40
H -0.67 3.38 -0.86
H -2.28 -5.59 -1.37
H -2.22 -0.75 -4.70
H -1.46 2.31 1.62
H -2.15 3.59 0.97
H -3.26 2.39 0.36
H -1.21 -3.42 -1.06
H 0.97 -3.04 3.91
H 0.99 3.86 4.68
H 2.03 -0.80 -4.10
H -2.47 1.16 2.97
H 0.33 -2.42 2.27
H 2.33 0.44 -6.18
H 0.37 1.10 -7.55
H 2.14 -2.52 2.68
H -0.29 -1.67 5.17
H 2.10 -1.50 5.60
H 3.90 -1.29 2.33
H 3.23 -0.92 4.37
H 2.37 2.79 4.41
H -2.29 3.54 -1.60
H -1.08 -0.88 3.84

Entry 2:
100
Properties=species:S:1:pos:R:3 method="wB97M-V/def2-TZVPD" spin_multiplicity=3 gap_ev="5.86 / 5.33" e_lumo_ev="-11.89 / -12.42" de_lowest_kcal_mol=0.00 homo_ev="-17.746 / -17.746" total_charge=+4
I 4.19 0.19 4.57
I 5.85 0.63 6.63
Mo 0.38 -0.80 1.14
P -0.58 1.94 -1.31
O -0.07 0.81 -0.39
N -0.13 -1.64 3.16
N -0.26 3.38 -0.60
N 1.95 -2.25 1.67
N -2.19 1.75 -1.53
N -1.49 0.15 1.79
N 1.11 0.90 2.40
N -0.30 -2.10 -0.43
N 2.05 -0.64 -0.31
N 4.13 -2.54 1.94
N -0.07 -2.50 -2.59
N 0.08 2.02 -2.79
C 3.18 -1.82 1.36
C -1.46 -1.28 3.76
C -4.25 2.02 -2.70
C 2.14 1.68 -3.97
C -3.74 -3.47 -1.06
C -0.58 4.68 -1.27
C 3.34 -0.68 0.42
C 0.02 1.53 3.20
C -2.72 -2.95 -0.28
C 4.06 -4.54 3.48
C 0.63 5.56 -0.99
C 1.79 -5.33 3.81
C -2.42 -3.30 -3.09
C -2.32 -0.73 2.66
C 0.53 -2.10 -1.47
C -1.25 1.52 2.37
C 1.33 2.71 -3.15
C -1.53 -2.60 -0.91
C -2.95 0.49 -1.43
C 3.17 -5.42 4.07
C 1.26 -4.34 3.01
C 1.08 5.10 0.39
C -1.39 -2.83 -2.28
C 1.14 0.54 -4.29
C 0.82 3.59 0.39
C 3.51 -3.54 2.69
C 1.96 -1.72 -1.33
C 2.14 -3.39 2.48
C -4.39 0.92 -1.64
C -0.22 1.12 -3.91
C -2.99 2.77 -2.28
C -3.60 -3.62 -2.45
H -2.86 -2.88 0.78
H -0.62 1.70 -4.74
H 1.95 0.26 -0.79
H -2.29 -3.43 -4.16
H -4.81 1.34 -0.72
H 1.17 0.25 -5.34
H -2.44 3.16 -3.13
H -1.15 2.21 1.54
H -0.10 -2.65 3.07
H -1.94 -2.15 4.21
H 1.13 -6.08 4.24
H -0.09 0.99 4.14
H 5.13 -4.64 3.64
H 1.09 3.58 -3.76
H 0.51 3.26 1.38
H -3.18 -0.19 3.07
H -4.66 -3.77 -0.59
H 1.91 0.70 3.00
H 3.01 1.32 -3.42
H 2.51 -2.59 -0.96
H 5.13 -2.39 1.87
H 0.21 -4.38 2.75
H 0.27 2.56 3.47
H 2.39 -1.43 -2.29
H 0.62 -1.42 3.82
H 4.20 -0.82 -0.24
H -4.12 1.57 -3.69
H 1.73 3.03 0.10
H 1.43 1.61 1.74
H -2.80 0.00 -0.47
H 1.36 -0.34 -3.69
H -1.48 5.10 -0.82
H 1.41 5.39 -1.73
H 2.13 5.33 0.59
H -2.03 0.32 0.94
H -3.24 3.59 -1.61
H 0.37 -2.63 -3.49
H 3.49 0.25 0.98
H -2.65 -0.23 -2.21
H -5.03 0.10 -1.97
H -1.32 -0.55 4.56
H -2.11 1.83 2.97
H 0.48 5.58 1.17
H 1.86 3.07 -2.26
H 2.51 2.14 -4.89
H -2.70 -1.53 2.04
H 3.54 -6.21 4.71
H -0.76 4.54 -2.33
H 0.36 6.62 -1.01
H -5.11 2.68 -2.74
H -0.96 0.37 -3.62
H -4.42 -4.03 -3.03

Entry 3:
98
Properties=species:S:1:pos:R:3 method="wB97M-V/def2-TZVPD" spin_multiplicity=1 gap_ev=8.33 e_lumo_ev=-0.82 homo_ev=-9.143
I -1.86 -4.56 -0.32
S 10.69 -1.40 3.46
S -8.64 -0.76 3.04
O -2.30 3.41 -0.83
O -8.82 0.51 2.39
O -8.85 -1.93 1.96
O 9.51 -1.96 2.87
O 7.28 -0.38 -0.45
O -9.36 -1.11 4.23
O 11.99 -1.60 2.88
O -4.41 -0.67 1.14
O 10.74 -1.79 5.01
O -6.80 3.79 -2.03
N -5.18 3.84 -0.44
C -2.07 -3.04 -3.31
C 7.36 0.86 -1.15
C 0.55 2.08 -1.45
C 10.67 -3.18 5.37
C 8.48 -1.15 -0.62
C 2.75 1.33 -2.74
C 4.76 1.16 -1.04
C -4.26 0.13 0.26
C -1.17 2.10 -3.49
C 11.98 -3.90 5.12
C -3.33 -0.08 -0.97
C -6.92 -1.02 3.31
C 3.92 2.09 -2.02
C -3.04 2.46 -0.94
C 1.56 0.92 -1.81
C -3.22 -5.03 -1.93
C -3.13 -1.42 -1.49
C -3.35 -3.94 -3.07
C -0.03 2.85 -2.68
C -5.00 4.70 0.76
C -4.49 2.58 -0.34
C 10.44 0.34 3.68
C -2.70 1.10 -1.58
C -10.19 -2.31 1.61
C -5.05 1.48 0.23
C -10.84 -1.31 0.68
C -1.85 0.92 -2.75
C -1.66 -0.45 -3.27
C 6.18 1.80 -0.69
C -7.77 3.40 0.10
C -2.29 -1.63 -2.67
C -6.57 3.70 -0.85
H -8.29 4.38 0.29
H 11.94 -4.91 5.52
H -6.77 -1.99 3.76
H -6.57 -0.23 3.99
H -3.51 -4.51 -4.03
H 10.45 0.80 2.69
H -3.66 -2.26 -0.99
H -4.60 5.70 0.45
H -1.94 2.84 -3.83
H -7.47 3.01 1.11
H -2.03 -2.85 -4.42
H -6.40 -0.94 2.36
H -1.11 -3.52 -3.04
H 1.03 0.02 -2.22
H 7.23 0.71 -2.26
H -10.79 -2.46 2.52
H 9.47 0.49 4.15
H 3.63 3.05 -1.53
H 4.66 2.37 -2.83
H -0.46 3.84 -2.35
H 1.14 2.83 -0.86
H -11.80 -1.68 0.33
H -6.07 1.45 0.68
H -3.03 -6.03 -2.41
H 0.76 3.13 -3.44
H 6.32 1.92 0.43
H 8.38 -1.91 -1.45
H -11.00 -0.36 1.18
H -8.54 2.73 -0.35
H -5.90 4.78 1.42
H -4.29 -3.34 -2.93
H 12.80 -3.36 5.60
H 8.69 -1.74 0.31
H 10.43 -3.21 6.43
H -4.19 4.24 1.39
H -10.20 -1.11 -0.18
H -4.23 -5.13 -1.46
H -0.24 1.71 -0.75
H 4.24 1.01 -0.06
H 8.36 1.32 -0.93
H 9.39 -0.54 -0.84
H 4.98 0.17 -1.49
H -0.71 1.68 -4.42
H -10.12 -3.28 1.11
H 11.25 0.74 4.29
H -1.01 -0.59 -4.17
H 3.19 0.37 -3.14
H 9.84 -3.66 4.83
H 6.34 2.80 -1.18
H 2.03 0.60 -0.83
H 12.20 -3.96 4.06
H 2.46 1.93 -3.65

Entry 4:
102
Properties=species:S:1:pos:R:3 method="wB97M-V/def2-TZVPD" spin_multiplicity=1 gap_ev=9.32 e_lumo_ev=-1.44 de_lowest_kcal_mol=6.38 homo_ev=-10.759 total_charge=+1
O -4.59 0.47 -1.52
O 6.82 2.92 -1.81
O -5.02 -0.44 1.24
O 5.94 0.87 -1.70
O -3.28 1.06 2.98
O 2.85 0.78 2.17
O -1.91 -3.27 -3.66
N -2.34 0.62 0.34
N 1.13 -2.17 2.05
N 1.52 0.65 -1.67
N 3.07 -2.78 0.98
N -0.75 -1.52 0.76
N -0.72 -1.42 3.09
N 4.37 -0.67 1.37
N -0.67 -1.96 -1.50
N 0.26 0.84 -1.75
N 1.94 1.04 -0.48
N 1.25 -2.22 -0.30
C -1.82 3.07 0.26
C -5.80 -0.03 -0.99
C 0.03 -2.14 -2.75
C -3.31 3.37 0.44
C -2.19 1.20 -3.80
C 3.73 -2.84 2.27
C 4.31 -1.44 2.60
C -1.16 4.16 -0.59
C -0.51 -3.36 -3.49
C 1.79 -2.35 0.91
C -2.55 -3.18 -2.42
C 4.97 -1.44 0.30
C -5.24 -0.41 2.63
C -3.27 0.85 -3.43
C 3.97 -2.55 -0.12
C -4.57 0.42 -2.95
C -0.19 1.35 -0.58
C 3.89 2.44 -0.07
C -4.64 0.84 3.30
C -0.04 -1.91 -0.33
C 0.90 1.49 0.26
C -2.32 0.34 3.73
C 5.42 2.47 0.03
C -0.88 5.44 0.19
C -2.11 -1.12 3.26
C -1.63 1.71 -0.41
C -2.11 -1.94 -1.64
C 6.07 1.98 -1.24
C -0.11 -1.71 1.92
C 3.34 1.00 -0.14
C -5.92 0.35 0.48
C 3.49 0.33 1.23
H -4.78 -1.32 3.03
H 5.74 1.84 0.86
H -3.46 4.41 0.70
H -2.40 -1.04 -2.19
H -3.85 3.17 -0.49
H -1.80 5.88 0.58
H -3.62 -3.14 -2.63
H -2.54 -1.81 4.00
H -0.22 5.24 1.03
H -0.26 -4.27 -2.93
H -6.31 -0.44 2.86
H -1.72 -0.26 0.48
H 3.66 -0.91 3.30
H -5.17 1.73 2.96
H 1.09 -2.25 -2.54
H 5.31 -1.53 3.03
H -5.35 1.08 -3.35
H -4.77 0.75 4.39
H -5.70 1.42 0.60
H -6.95 0.16 0.81
H 3.82 0.46 -0.96
H 5.88 -1.89 0.72
H 4.50 -3.47 -0.37
H -3.74 2.78 1.24
H -0.21 3.79 -0.99
H -2.34 -4.08 -1.82
H 3.37 -2.24 -0.98
H 7.24 2.60 -2.63
H -2.58 0.38 4.79
H 5.27 -0.82 -0.54
H -0.13 -1.24 -3.36
H 4.52 -3.59 2.20
H 5.75 3.49 0.21
H -2.06 1.74 -1.42
H 1.02 1.83 1.26
H 3.47 2.93 0.81
H 3.57 2.98 -0.96
H -2.65 0.94 1.28
H -6.65 0.41 -1.53
H -2.61 -1.28 2.30
H -1.80 4.38 -1.44
H -0.16 -1.61 3.90
H -4.76 -0.60 -3.29
H -1.34 3.06 1.25
H -1.23 1.49 -4.12
H -1.39 0.89 3.58
H 3.00 -3.14 3.02
H -0.08 -3.42 -4.49
H -3.19 0.36 -0.18
H -0.41 6.18 -0.45
H -2.57 -1.96 -0.65
H -5.84 -1.12 -1.10

Entry 5:
92
Properties=species:S:1:pos:R:3 method="wB97M-V/def2-TZVPD" spin_multiplicity=1 gap_ev="5.77 / 5.90" e_lumo_ev="-4.14 / -4.08" homo_ev="-9.913 / -9.982" total_charge=+1
Mg 0.97 1.38 -1.51
O -0.98 1.57 -2.10
O 1.84 1.87 0.31
N 3.16 0.63 -1.79
N 1.86 3.15 -2.39
N 0.92 -0.16 -3.22
N -0.12 0.24 -0.06
C 2.47 0.92 2.41
C -2.24 -1.04 0.12
C 2.25 -0.13 3.25
C 2.50 -3.02 4.14
C -1.75 0.68 -1.64
C -3.52 1.18 -3.45
C 3.13 3.38 2.40
C 0.06 -3.26 3.76
C 2.23 -0.48 -3.79
C 1.26 -1.14 3.06
C 3.59 1.94 2.67
C -4.89 0.70 -3.93
C 0.88 -1.66 5.47
C -5.75 -1.47 0.54
C 0.60 -0.01 1.04
C -3.64 2.68 -3.12
C -3.94 -2.93 1.42
C 4.06 1.89 4.12
C 3.12 2.78 -3.07
C 3.26 -0.54 -2.66
C -3.83 -0.53 -1.61
C -2.53 0.98 -4.61
C 1.17 -2.26 4.09
C -1.33 -0.12 -0.47
C -3.06 0.41 -2.22
C -3.46 -1.26 -0.42
C 1.66 0.99 1.21
C -4.81 -3.31 -0.88
C -4.48 -2.23 0.16
C 3.92 1.82 -2.20
C 4.78 1.60 1.76
C 0.44 -1.06 1.98
H -5.66 0.86 -3.18
H 3.90 4.07 2.76
H 3.33 -2.37 4.41
H 2.06 3.73 -1.57
H 4.84 1.54 -2.73
H 4.26 -0.66 -3.08
H 2.24 -1.43 -4.34
H -3.91 -3.87 -1.16
H 2.20 3.61 2.93
H 2.86 2.33 -4.02
H 2.97 3.58 1.34
H -4.37 2.83 -2.32
H 4.22 2.35 -1.29
H 1.28 3.70 -3.00
H -1.95 -1.56 1.02
H 3.24 2.05 4.82
H -3.04 -3.51 1.20
H 1.66 -0.97 5.79
H 4.80 2.67 4.28
H 0.49 -0.99 -2.81
H -2.91 1.46 -5.51
H 0.22 -3.75 2.80
H 2.87 -0.21 4.13
H -3.72 -2.21 2.21
H 3.45 0.38 -0.86
H 3.05 -1.42 -2.05
H -5.18 1.27 -4.82
H 3.74 3.66 -3.28
H -5.54 -4.01 -0.48
H -0.07 -1.11 5.47
H 2.49 0.30 -4.50
H 2.73 -3.47 3.17
H -3.98 3.22 -4.00
H 0.27 0.15 -3.93
H -4.70 -3.62 1.80
H -1.56 1.43 -4.38
H 2.45 -3.82 4.88
H -4.88 -0.36 -4.20
H 0.02 -4.03 4.52
H -5.54 -0.70 1.29
H 4.49 1.64 0.71
H -2.68 3.09 -2.80
H 5.59 2.31 1.91
H -6.49 -2.16 0.95
H 0.81 -2.45 6.22
H 5.15 0.59 1.97
H -2.40 -0.08 -4.83
H -0.92 -2.77 3.74
H -0.29 -1.82 1.80
H -4.80 -0.74 -2.02
H -5.23 -2.88 -1.79
H -6.21 -0.98 -0.32
H 4.55 0.94 4.37